Model a:
A structure of composition C4H6NO2. Source: the Open Molecules 2025 dataset; level of theory: ωB97M-V with the def2-TZVPD basis set.

```
13
C4H6NO2, DFT ωB97M-V with the def2-TZVPD basis set
C -0.150 -0.771 0.033
C -0.551 -2.032 -0.021
C -0.939 0.451 0.279
C 0.135 1.565 -0.165
N 1.683 -0.263 -0.461
O 2.511 -0.793 0.217
O 1.409 1.186 0.146
H 0.188 -2.743 -0.365
H -1.446 -2.399 0.332
H -1.691 0.652 -0.386
H -1.371 0.668 1.327
H 0.048 1.818 -1.229
H 0.173 2.663 0.293
```

Net charge: -1

Atom charges from the Löwdin analysis, given in e for atoms 1 to 6:
1. C -0.2040
2. C -0.0524
3. C -0.1866
4. C -0.3317
5. N -0.1771
6. O -0.1865


Model b:
The ion C4H6NO2 with charge -1. Source: the Open Molecules 2025 dataset; level of theory: ωB97M-V with the def2-TZVPD basis set.

```
13
C4H6NO2, DFT ωB97M-V with the def2-TZVPD basis set
C 0.675 -2.205 0.089
C -0.031 -0.623 -0.289
C 0.574 0.718 0.177
O 1.037 0.804 1.585
C -0.812 1.408 -0.095
N -1.133 0.057 -0.713
O -2.023 -0.131 -1.570
H 0.095 -3.054 -0.121
H 1.705 -2.158 -0.283
H 1.314 1.253 -0.503
H 0.899 -0.094 1.927
H -1.564 1.706 0.674
H -0.737 2.319 -0.879
```

Structure (SMILES): C=C1[C@H](O)CN1[O-]
Net charge: -1

Atom charges from the Löwdin analysis, given in e for atoms 1 to 6:
1. C -0.0756
2. C -0.1316
3. C -0.3124
4. O -0.1146
5. C -0.0698
6. N -0.3302


Most stable to least stable: model a, model b